Record 1
Here is a cluster of 5 separate species, C23H24Br2O9S in total at a distorted geometry from OMol25. Energies are from ωB97M-V with the def2-TZVPD basis set.

Geometry as XYZ:
```
59
Properties=species:S:1:pos:R:3
O 6.51 13.54 -20.81
C 7.55 12.95 -20.54
C 8.22 12.04 -21.46
C 9.35 11.32 -21.19
C 10.24 11.55 -19.98
O 11.27 10.98 -19.69
C 9.55 12.45 -19.05
C 8.31 13.06 -19.29
H 7.59 11.83 -22.32
H 9.64 10.57 -21.92
H 9.96 12.75 -18.10
H 7.96 13.70 -18.50
O 17.13 9.16 -23.73
C 18.23 8.77 -23.35
C 18.47 8.02 -22.12
C 19.70 7.64 -21.76
C 20.91 7.79 -22.57
O 21.93 7.22 -22.23
C 20.73 8.61 -23.67
C 19.51 8.97 -24.12
H 17.59 7.70 -21.58
H 19.82 7.00 -20.89
H 21.61 8.72 -24.29
H 19.35 9.48 -25.06
O 30.25 11.41 -18.94
C 29.64 10.63 -18.20
C 28.75 9.54 -18.57
C 28.05 8.71 -17.70
C 28.26 8.84 -16.21
O 27.65 8.17 -15.37
C 29.31 9.76 -15.87
C 29.96 10.54 -16.81
H 28.50 9.53 -19.62
H 27.30 7.98 -17.95
H 29.60 9.92 -14.84
H 30.76 11.20 -16.50
C 17.47 2.48 -26.60
C 16.80 2.58 -25.19
O 15.46 2.57 -25.43
S 14.38 2.30 -24.19
C 14.21 0.58 -24.48
O 15.06 2.59 -22.92
O 13.10 2.88 -24.57
H 17.35 1.47 -26.98
H 18.54 2.63 -26.57
H 16.98 3.23 -27.22
H 17.16 1.80 -24.52
H 17.11 3.53 -24.76
H 14.20 0.35 -25.54
H 13.23 0.27 -24.12
H 15.04 0.13 -23.94
Br 16.97 10.43 -32.44
C 18.44 11.81 -32.89
C 18.60 12.75 -31.67
Br 19.84 14.22 -32.11
H 18.19 12.37 -33.79
H 19.37 11.25 -33.04
H 19.00 12.21 -30.81
H 17.60 13.17 -31.53
```

Computed properties:
LUMO: -0.0781 Eh
M: 636.31 g mol⁻¹
F_max: 4.003 eV/A
calculated total energy: -7113.97756 hartree
HOMO level: -10.365 eV
structure (SMILES): O=C1C=CC(=O)C=C1.O=C1C=CC(=O)C=C1.O=C1C=CC(=O)C=C1.CCOS(C)(=O)=O.BrCCBr

=====

Record 2
Here is a structure of composition C23H24BrMnN4O3SSi from OMol25. Energies are from ωB97M-V with the def2-TZVPD basis set.

Geometry as XYZ:
```
58
Properties=species:S:1:pos:R:3
Mn -0.07 -0.01 0.01
Br -1.94 -2.01 -0.05
C -3.33 -0.72 0.00
C -4.61 -1.19 0.05
C -5.68 -0.27 0.08
C -5.43 1.07 0.05
C -4.10 1.56 0.00
C -3.83 2.96 -0.03
C -2.55 3.42 -0.08
C -1.47 2.51 -0.08
C -1.68 1.16 -0.05
C -3.01 0.66 -0.02
H -4.80 -2.26 0.07
H -6.69 -0.64 0.12
H -6.24 1.78 0.06
H -4.67 3.64 -0.02
H -2.36 4.49 -0.11
H -0.46 2.91 -0.10
N -1.07 5.72 5.18
C -1.01 4.40 4.78
C -1.92 3.89 3.85
C -1.83 2.59 3.41
C -0.82 1.76 3.91
C 0.09 2.25 4.84
C -0.01 3.56 5.27
S -0.69 0.12 3.33
O 0.06 -0.64 4.29
O -1.99 -0.31 2.90
N 0.19 0.23 1.95
C 1.55 0.41 1.91
N 1.97 0.13 0.65
C 3.25 0.33 0.36
C 4.13 0.77 1.33
C 3.60 1.02 2.59
N 2.31 0.86 2.90
H -1.95 6.19 5.05
H -0.62 5.95 6.04
H -2.71 4.54 3.46
H -2.55 2.19 2.70
H 0.86 1.59 5.21
H 0.70 3.94 6.00
H 3.56 0.12 -0.65
H 5.18 0.92 1.12
H 4.23 1.38 3.39
C -0.65 -1.87 -3.88
Si 0.64 -0.69 -3.23
C 2.27 -1.60 -3.09
C 0.83 0.71 -4.43
O 0.20 -0.11 -1.78
H -0.36 -2.28 -4.85
H -1.61 -1.37 -3.99
H -0.79 -2.71 -3.19
H 2.53 -2.09 -4.03
H 2.21 -2.36 -2.31
H 3.08 -0.91 -2.84
H 1.17 0.35 -5.41
H 1.56 1.45 -4.08
H -0.12 1.23 -4.58
```

Computed properties:
LUMO (spin up / spin down): -0.0055 / -0.0057 Eh
M: 599.47 g mol⁻¹
2S+1: 5
F_max: 0.795 eV/A
calculated total energy: -5748.40795 hartree
HOMO level (spin up / spin down): -8.200 / -8.261 eV

=====

Q: Number 1 is which compound?
A: C23H24Br2O9S

=====

Please write out number 2 again, unchanged.
Here is a structure of composition C23H24BrMnN4O3SSi from OMol25. Energies are from ωB97M-V with the def2-TZVPD basis set.

Geometry as XYZ:
```
58
Properties=species:S:1:pos:R:3
Mn -0.07 -0.01 0.01
Br -1.94 -2.01 -0.05
C -3.33 -0.72 0.00
C -4.61 -1.19 0.05
C -5.68 -0.27 0.08
C -5.43 1.07 0.05
C -4.10 1.56 0.00
C -3.83 2.96 -0.03
C -2.55 3.42 -0.08
C -1.47 2.51 -0.08
C -1.68 1.16 -0.05
C -3.01 0.66 -0.02
H -4.80 -2.26 0.07
H -6.69 -0.64 0.12
H -6.24 1.78 0.06
H -4.67 3.64 -0.02
H -2.36 4.49 -0.11
H -0.46 2.91 -0.10
N -1.07 5.72 5.18
C -1.01 4.40 4.78
C -1.92 3.89 3.85
C -1.83 2.59 3.41
C -0.82 1.76 3.91
C 0.09 2.25 4.84
C -0.01 3.56 5.27
S -0.69 0.12 3.33
O 0.06 -0.64 4.29
O -1.99 -0.31 2.90
N 0.19 0.23 1.95
C 1.55 0.41 1.91
N 1.97 0.13 0.65
C 3.25 0.33 0.36
C 4.13 0.77 1.33
C 3.60 1.02 2.59
N 2.31 0.86 2.90
H -1.95 6.19 5.05
H -0.62 5.95 6.04
H -2.71 4.54 3.46
H -2.55 2.19 2.70
H 0.86 1.59 5.21
H 0.70 3.94 6.00
H 3.56 0.12 -0.65
H 5.18 0.92 1.12
H 4.23 1.38 3.39
C -0.65 -1.87 -3.88
Si 0.64 -0.69 -3.23
C 2.27 -1.60 -3.09
C 0.83 0.71 -4.43
O 0.20 -0.11 -1.78
H -0.36 -2.28 -4.85
H -1.61 -1.37 -3.99
H -0.79 -2.71 -3.19
H 2.53 -2.09 -4.03
H 2.21 -2.36 -2.31
H 3.08 -0.91 -2.84
H 1.17 0.35 -5.41
H 1.56 1.45 -4.08
H -0.12 1.23 -4.58
```

Computed properties:
LUMO (spin up / spin down): -0.0055 / -0.0057 Eh
M: 599.47 g mol⁻¹
2S+1: 5
F_max: 0.795 eV/A
calculated total energy: -5748.40795 hartree
HOMO level (spin up / spin down): -8.200 / -8.261 eV

=====

Q: Number 2 is which compound?
A: C23H24BrMnN4O3SSi

=====

Copy entry 2 word for word.
Here is a structure of composition C23H24BrMnN4O3SSi from OMol25. Energies are from ωB97M-V with the def2-TZVPD basis set.

Geometry as XYZ:
```
58
Properties=species:S:1:pos:R:3
Mn -0.07 -0.01 0.01
Br -1.94 -2.01 -0.05
C -3.33 -0.72 0.00
C -4.61 -1.19 0.05
C -5.68 -0.27 0.08
C -5.43 1.07 0.05
C -4.10 1.56 0.00
C -3.83 2.96 -0.03
C -2.55 3.42 -0.08
C -1.47 2.51 -0.08
C -1.68 1.16 -0.05
C -3.01 0.66 -0.02
H -4.80 -2.26 0.07
H -6.69 -0.64 0.12
H -6.24 1.78 0.06
H -4.67 3.64 -0.02
H -2.36 4.49 -0.11
H -0.46 2.91 -0.10
N -1.07 5.72 5.18
C -1.01 4.40 4.78
C -1.92 3.89 3.85
C -1.83 2.59 3.41
C -0.82 1.76 3.91
C 0.09 2.25 4.84
C -0.01 3.56 5.27
S -0.69 0.12 3.33
O 0.06 -0.64 4.29
O -1.99 -0.31 2.90
N 0.19 0.23 1.95
C 1.55 0.41 1.91
N 1.97 0.13 0.65
C 3.25 0.33 0.36
C 4.13 0.77 1.33
C 3.60 1.02 2.59
N 2.31 0.86 2.90
H -1.95 6.19 5.05
H -0.62 5.95 6.04
H -2.71 4.54 3.46
H -2.55 2.19 2.70
H 0.86 1.59 5.21
H 0.70 3.94 6.00
H 3.56 0.12 -0.65
H 5.18 0.92 1.12
H 4.23 1.38 3.39
C -0.65 -1.87 -3.88
Si 0.64 -0.69 -3.23
C 2.27 -1.60 -3.09
C 0.83 0.71 -4.43
O 0.20 -0.11 -1.78
H -0.36 -2.28 -4.85
H -1.61 -1.37 -3.99
H -0.79 -2.71 -3.19
H 2.53 -2.09 -4.03
H 2.21 -2.36 -2.31
H 3.08 -0.91 -2.84
H 1.17 0.35 -5.41
H 1.56 1.45 -4.08
H -0.12 1.23 -4.58
```

Computed properties:
LUMO (spin up / spin down): -0.0055 / -0.0057 Eh
M: 599.47 g mol⁻¹
2S+1: 5
F_max: 0.795 eV/A
calculated total energy: -5748.40795 hartree
HOMO level (spin up / spin down): -8.200 / -8.261 eV